{
  "formula": "C11H26BClO3P",
  "method": "ωB97M-V/def2-TZVPD",
  "total_charge": -1,
  "multiplicity": 1,
  "homo_lumo_gap_ev": 5.646,
  "elements": ["C", "C", "B", "O", "P", "C", "C", "C", "Cl", "C", "C", "C", "C", "O", "C", "C", "O", "H", "H", "H", "H", "H", "H", "H", "H", "H", "H", "H", "H", "H", "H", "H", "H", "H", "H", "H", "H", "H", "H", "H", "H", "H", "H"],
  "positions_angstrom": [[3.688120, 0.401447, 1.795669], [2.187317, -0.010186, 1.255051], [2.147781, -1.390222, 0.363018], [3.426898, -1.808159, -0.279582], [0.606246, -2.534811, 0.124604], [0.649777, -2.432702, -1.772858], [1.168208, -1.037269, -2.430524], [0.544334, -1.012785, -3.985391], [0.667833, 0.722825, -4.666295], [-0.642853, -1.101532, 0.326241], [-1.183950, -0.891162, 1.879156], [-1.441994, 0.750282, 2.058884], [-2.911236, 1.082256, 1.405055], [-2.856975, 1.943843, 0.205375], [-2.764044, 3.376121, 0.579501], [-3.091594, 4.568851, -0.530542], [-2.416842, 3.808638, 1.807486], [4.058064, -0.442004, 2.518381], [4.361093, 0.515451, 0.820022], [3.653829, 1.421124, 2.384923], [1.511197, -0.151253, 2.225764], [1.670881, 0.886973, 0.660937], [3.753531, -1.118230, -0.929660], [-0.502902, -3.481962, -0.005806], [1.525850, -3.666356, 0.034569], [0.611817, -2.726337, 1.552181], [1.329749, -3.307125, -2.187299], [-0.447959, -2.631207, -2.178531], [2.349450, -1.022753, -2.606682], [0.771015, -0.052239, -1.941435], [1.094799, -1.756160, -4.703387], [-0.595562, -1.313230, -3.909107], [-0.277465, -0.054651, -0.037490], [-1.597940, -1.370101, -0.333441], [-2.155998, -1.521567, 2.054440], [-0.393568, -1.169629, 2.699380], [-0.569831, 1.392494, 1.582567], [-1.408878, 0.981711, 3.224548], [-3.390880, 0.050718, 1.050996], [-3.685772, 1.523358, 2.189186], [-3.771400, 5.350797, 0.045559], [-2.070275, 5.088964, -0.844790], [-3.599874, 4.137780, -1.500674]],
  "atomic_forces_ev_per_a": [[-0.7, 0.3, -0.7], [-0.1, 1.0, 1.4], [2.2, 0.9, -0.6], [-1.3, 1.6, -0.4], [0.4, -0.7, 0.1], [-0.1, 0.4, -2.8], [-0.1, -0.5, -2.4], [-0.3, -1.0, 1.5], [-0.1, -1.2, 0.1], [-2.5, 1.4, 0.4], [0.7, 1.4, -0.6], [-0.5, -0.8, 0.8], [-0.3, -1.2, 1.2], [-0.2, 4.2, 2.0], [1.5, 1.2, 4.6], [0.3, -0.9, 0.1], [-2.2, -3.1, -7.3], [-0.4, 1.6, -1.6], [-1.1, -0.3, 2.4], [0.2, -2.0, -1.2], [1.2, 0.3, -2.1], [1.2, -1.8, 1.2], [-0.5, -1.0, 1.6], [-0.5, -0.3, 0.0], [0.3, -0.4, 0.1], [-0.1, -0.1, 1.0], [-1.3, 1.7, 0.8], [2.0, 0.4, 0.8], [-2.6, 0.2, 0.7], [0.9, -2.0, -0.6], [-1.0, 1.6, 1.4], [2.4, 0.9, -0.4], [-0.6, -1.8, 0.6], [1.8, 0.6, 1.2], [1.8, 1.3, -0.1], [-1.4, 0.2, -1.8], [-2.0, -1.5, 0.8], [-0.4, -0.2, -2.4], [1.2, 2.4, 0.4], [1.8, -0.6, -1.6], [1.5, -1.8, -1.3], [-2.2, -1.2, 0.9], [0.9, 0.9, 2.1]]
}



{
  "formula": "C11H26CdF6N2O9S2",
  "method": "ωB97M-V/def2-TZVPD",
  "multiplicity": 1,
  "homo_lumo_gap_ev": 2.638,
  "elements": ["Cd", "C", "F", "F", "F", "S", "O", "O", "N", "S", "O", "O", "C", "F", "F", "F", "C", "C", "C", "C", "C", "C", "N", "O", "C", "C", "C", "H", "H", "H", "H", "H", "H", "H", "H", "H", "H", "H", "H", "H", "H", "H", "H", "H", "H", "O", "H", "H", "O", "H", "H", "O", "H", "H", "O", "H", "H"],
  "positions_angstrom": [[1.171361, 2.807648, 0.037106], [-2.263399, 2.616785, 4.906901], [-2.550424, 1.761497, 5.889261], [-2.382962, 2.008772, 3.749695], [-3.142006, 3.650470, 4.851948], [-0.420656, 3.261614, 4.968539], [-0.327056, 4.021471, 6.193655], [0.496625, 2.095592, 4.916068], [-0.251513, 4.166491, 3.461140], [-0.622097, 5.680936, 3.855193], [-0.805002, 6.453452, 2.666267], [-1.744118, 5.882136, 4.807510], [1.061922, 6.338345, 4.703643], [0.625049, 7.173804, 5.635905], [1.710463, 5.266382, 5.233507], [1.840709, 6.966617, 3.822960], [1.394962, -4.198270, -0.116252], [0.429566, -4.089871, -1.316029], [-0.189552, -5.560328, -1.606851], [-1.420363, -5.642781, -2.510503], [-2.412483, -4.547719, -2.138063], [-1.785161, -3.116658, -2.211457], [-0.649793, -3.105543, -1.154063], [-0.305251, -1.837249, -0.613227], [-2.980378, -2.195121, -1.815869], [-1.427858, -2.671634, -3.661206], [1.463246, -3.735577, -2.426295], [2.119243, -3.400481, 0.048200], [2.017860, -5.092105, -0.150416], [0.849392, -4.115430, 0.823743], [-0.595287, -6.029712, -0.710663], [0.613655, -6.122623, -2.083058], [-1.961134, -6.578959, -2.371821], [-1.189048, -5.633783, -3.575630], [-2.839828, -4.748243, -1.155577], [-3.341765, -4.682718, -2.691505], [-2.658357, -1.156615, -1.892728], [-3.200408, -2.373120, -0.763251], [-3.857857, -2.298492, -2.454193], [-2.344145, -2.666435, -4.251526], [-0.739543, -3.377489, -4.126068], [-0.984807, -1.678290, -3.732448], [1.119995, -4.107281, -3.391755], [2.439163, -4.217522, -2.367961], [1.816137, -2.705610, -2.478503], [2.663778, 2.036807, -3.186793], [3.603388, 1.932547, -3.336786], [2.251662, 1.589029, -3.925631], [-1.309424, 4.610860, -1.804695], [-1.568366, 4.343323, -2.686515], [-1.559356, 5.533269, -1.750661], [3.306755, 5.784992, -0.205567], [3.354986, 6.695935, -0.495565], [4.186948, 5.588302, 0.115079], [4.120980, 1.354654, 1.389624], [4.133878, 0.562425, 1.926689], [5.037670, 1.501500, 1.156500]],
  "atomic_forces_ev_per_a": [[-0.1, 0.0, 0.1], [0.6, 1.6, -0.6], [0.1, 0.6, -0.2], [-0.1, -1.1, -0.8], [0.7, -1.2, 0.9], [1.9, -1.0, -0.5], [-0.5, -0.4, -0.7], [-2.2, 1.6, -0.6], [-0.8, -1.3, 3.3], [-1.9, 1.2, 1.4], [0.9, 0.3, -1.0], [2.6, -0.5, -1.2], [-2.4, -1.7, -0.6], [1.0, 0.1, 0.3], [0.1, 1.7, -0.4], [0.0, -0.2, 0.5], [-0.7, 0.6, 1.7], [1.6, -1.8, 0.3], [-0.4, 1.0, -0.3], [-0.5, 0.5, -0.3], [0.6, -0.3, -0.3], [-2.6, -0.2, 0.4], [1.6, 6.5, -0.2], [-1.8, -6.4, -2.4], [1.6, 0.7, 1.0], [1.0, -0.8, 0.4], [-0.1, 0.0, -1.7], [-0.2, 0.5, -0.9], [-0.5, -0.2, -0.1], [-0.2, -0.7, 0.2], [1.0, 0.2, 0.5], [0.1, -0.2, 0.6], [0.4, -0.3, 0.2], [0.1, 0.3, -0.1], [0.6, 0.3, 0.6], [0.2, 0.7, -0.8], [-0.1, 0.1, 0.1], [-0.4, 0.0, -0.1], [0.3, -0.5, 0.1], [-0.1, -0.1, 0.2], [0.0, 0.1, -0.1], [0.0, 0.0, 0.4], [-0.2, 0.6, -0.2], [-0.3, -0.7, 0.9], [-0.9, 0.3, 0.1], [-0.1, 0.1, 0.2], [0.3, 0.0, 0.0], [-0.2, -0.1, -0.2], [0.2, -0.3, 0.1], [-0.1, -0.1, -0.2], [0.0, 0.3, 0.2], [-0.1, -0.3, -0.1], [-0.1, 0.3, 0.0], [0.2, -0.1, 0.2], [-0.2, 0.1, -0.2], [-0.1, -0.2, 0.2], [0.2, 0.1, -0.1]]
}



{
  "formula": "C11H26Cl2N4Ru",
  "method": "ωB97M-V/def2-TZVPD",
  "total_charge": 3,
  "multiplicity": 2,
  "homo_lumo_gap_ev": [8.007, 8.012],
  "elements": ["Ru", "C", "C", "N", "C", "C", "N", "C", "C", "C", "N", "C", "C", "N", "C", "H", "H", "H", "H", "H", "H", "H", "H", "H", "H", "H", "H", "H", "H", "H", "H", "H", "H", "H", "H", "H", "H", "H", "H", "Cl", "C", "Cl", "H", "H"],
  "positions_angstrom": [[0.006662, -0.084019, 0.200768], [1.576332, 1.522046, -1.549629], [2.645247, 0.589337, -0.979005], [2.115282, -0.253845, 0.149578], [2.539230, -1.689915, 0.106524], [1.492112, -2.457471, -0.666314], [0.170170, -2.180677, -0.031003], [-0.990920, -2.651573, -0.847198], [-1.517305, -1.480595, -1.685492], [-2.613100, -0.624797, -1.054791], [-2.101016, 0.097805, 0.156785], [-2.519414, 1.532624, 0.242114], [-1.468429, 2.363354, -0.460828], [-0.151446, 2.026261, 0.150671], [1.022500, 2.584083, -0.595145], [0.732514, 0.915707, -1.944943], [1.968637, 1.979810, -2.459267], [3.509848, 1.150744, -0.624906], [2.989358, -0.080798, -1.766402], [2.472618, 0.130512, 1.020284], [2.606911, -2.052350, 1.133128], [3.527694, -1.777513, -0.344316], [1.684201, -3.530587, -0.693022], [1.444060, -2.099453, -1.698576], [0.163621, -2.640754, 0.878142], [-1.760620, -3.038006, -0.179091], [-0.665684, -3.474835, -1.483183], [-1.854792, -1.806818, -2.670541], [-0.654319, -0.815573, -1.951829], [-3.483267, -1.222331, -0.783029], [-2.940654, 0.120919, -1.778886], [-2.465776, -0.370788, 0.982487], [-2.586987, 1.804375, 1.296550], [-3.507230, 1.663283, -0.199797], [-1.658473, 3.434991, -0.391829], [-1.419886, 2.099026, -1.520740], [-0.154359, 2.395732, 1.098911], [1.778099, 2.895725, 0.126187], [0.703076, 3.473217, -1.138848], [-1.557172, 0.310168, 5.300854], [-0.048552, 0.437046, 4.723377], [-0.001237, -0.249643, 2.494396], [0.642781, -0.370138, 4.944186], [0.329704, 1.425723, 4.493649]],
  "atomic_forces_ev_per_a": [[-0.1, 0.1, -0.2], [-0.1, -0.1, 0.0], [-0.1, -0.1, 0.0], [0.0, 0.2, 0.1], [0.0, 0.0, 0.0], [-0.1, 0.1, -0.1], [0.0, 0.0, 0.2], [0.0, 0.1, -0.1], [0.1, 0.2, 0.0], [0.1, 0.1, -0.1], [0.0, -0.1, 0.1], [0.0, 0.0, -0.1], [0.0, -0.1, -0.1], [0.1, -0.1, 0.1], [-0.1, -0.1, -0.1], [0.0, 0.0, 0.0], [0.1, 0.1, 0.1], [0.0, 0.0, 0.0], [0.0, 0.0, 0.0], [0.0, 0.0, 0.0], [0.0, 0.0, 0.0], [0.0, -0.1, 0.0], [0.1, 0.0, 0.0], [0.0, -0.1, 0.0], [-0.1, -0.1, 0.0], [0.0, 0.0, 0.0], [0.0, 0.0, 0.0], [0.0, -0.1, 0.0], [0.0, -0.1, 0.0], [0.0, 0.0, 0.0], [0.0, 0.0, 0.0], [-0.1, 0.0, 0.0], [0.0, 0.0, 0.0], [0.0, 0.1, 0.0], [-0.1, 0.0, 0.0], [0.0, 0.1, 0.0], [0.1, 0.1, 0.0], [0.0, 0.0, 0.0], [0.0, 0.0, 0.0], [0.0, 0.0, 0.0], [0.0, 0.3, 0.8], [0.1, -0.3, -0.3], [0.0, 0.0, -0.1], [0.0, 0.0, -0.1]]
}



{
  "formula": "C11H26CrN2O2P2",
  "method": "ωB97M-V/def2-TZVPD",
  "total_charge": 1,
  "multiplicity": 6,
  "homo_lumo_gap_ev": [6.024, 5.824],
  "elements": ["Cr", "P", "P", "N", "N", "H", "H", "H", "C", "H", "C", "H", "H", "C", "C", "H", "C", "H", "H", "H", "H", "H", "O", "C", "C", "C", "H", "H", "H", "H", "H", "H", "H", "C", "H", "C", "C", "O", "H", "H", "H", "H", "H", "H"],
  "positions_angstrom": [[-0.435251, -0.345451, 0.159725], [-1.597232, -0.565919, -1.889710], [-1.687767, -0.601623, 2.135481], [1.159932, 0.083877, -1.119733], [1.176432, -0.045259, 1.409401], [3.095351, 0.965919, -1.053705], [3.284180, -0.341455, 1.364192], [3.076382, -0.801419, -0.876819], [2.528261, 0.124066, -0.622943], [2.747624, 1.332539, 1.124824], [2.507229, 0.283848, 0.893953], [1.394321, 1.720999, -2.460086], [1.766889, 0.280613, 3.384777], [0.700379, 1.076577, -1.925627], [0.930413, 0.037021, 2.712219], [-0.114073, -0.033530, -3.669532], [-0.453801, 0.572931, -2.821708], [-1.063084, 1.377747, -3.214264], [-2.689122, 0.345464, 2.494301], [-2.148983, -1.839496, 2.646559], [-2.885971, -0.006354, -2.133553], [-1.596575, -1.708716, -2.736544], [-1.243615, 1.378607, 0.013194], [-0.493959, 2.475943, -0.331076], [-1.240608, 3.442696, -1.207919], [-0.111166, 3.179165, 0.942887], [0.412494, 1.983754, -1.199632], [-1.225605, 3.174182, -2.280980], [-2.290077, 3.542651, -0.916527], [-0.800912, 4.447826, -1.164898], [0.457104, 2.553275, 1.629936], [0.393136, 4.135934, 0.828005], [-1.064560, 3.376740, 1.461090], [-0.361061, -0.180066, 3.227511], [-0.476714, -0.093661, 4.321083], [-0.081390, -4.791387, 0.285606], [-0.632017, -3.474814, -0.216555], [0.217684, -2.347845, 0.154841], [0.900915, -5.013261, -0.130241], [-0.766496, -5.585907, -0.021624], [-0.023642, -4.814152, 1.386815], [-0.701255, -3.439914, -1.304099], [-1.616903, -3.238201, 0.178984], [1.053115, -2.623945, 0.542392]],
  "atomic_forces_ev_per_a": [[1.1, -0.3, -1.0], [-0.3, 0.2, -0.8], [-1.6, -0.3, 0.0], [0.2, -0.6, -0.9], [0.0, 0.4, 1.6], [-0.1, -0.3, 0.0], [-0.3, 0.2, 0.1], [-0.4, 0.3, -0.1], [-0.2, 0.2, -0.2], [-0.2, -0.2, 0.3], [0.2, 0.1, 0.3], [0.5, -0.2, -0.3], [-0.4, 0.0, -0.1], [1.1, -2.2, -1.9], [0.5, -0.1, -0.5], [0.4, 0.4, 0.2], [-0.4, 0.3, 0.4], [0.0, 0.1, -0.2], [0.2, -0.5, 0.1], [-0.1, 0.4, 0.5], [0.4, -0.4, 0.0], [-0.2, 0.3, 0.1], [0.7, 0.7, -0.5], [-2.3, 0.2, 0.9], [-0.1, 0.6, -1.4], [0.5, 0.1, 0.7], [-1.2, 1.6, 1.5], [-0.1, 0.0, 0.5], [0.1, -0.2, 0.2], [0.0, -0.2, 0.1], [0.2, -0.1, -0.1], [0.2, 0.0, -0.2], [0.2, 0.0, -0.2], [1.2, 0.2, 1.4], [0.0, 0.0, -0.7], [-0.4, 0.0, 0.3], [0.6, 0.3, -0.1], [-0.2, -0.6, 0.2], [0.0, 0.1, -0.1], [0.1, 0.0, 0.0], [0.0, 0.1, -0.4], [0.0, -0.2, 0.0], [-0.1, -0.2, 0.2], [0.0, -0.2, -0.1]]
}



{
  "formula": "C11H26FIO4PS2",
  "method": "ωB97M-V/def2-TZVPD",
  "total_charge": -1,
  "multiplicity": 1,
  "homo_lumo_gap_ev": 7.781,
  "elements": ["C", "O", "C", "C", "C", "C", "C", "C", "C", "P", "F", "S", "I", "C", "C", "C", "S", "O", "O", "O", "H", "H", "H", "H", "H", "H", "H", "H", "H", "H", "H", "H", "H", "H", "H", "H", "H", "H", "H", "H", "H", "H", "H", "H", "H", "H"],
  "positions_angstrom": [[2.630549, 2.886408, 2.137935], [1.482774, 3.516781, 1.618136], [0.765432, 2.724825, 0.680118], [-0.680659, 3.183781, 0.620546], [-1.570562, 2.196697, -0.154279], [-2.656027, 1.459342, 0.647609], [-2.335978, 1.065004, 2.083234], [-1.221607, 0.031196, 2.265295], [-1.634988, -1.403579, 1.895840], [-0.679289, -2.149346, 0.450110], [-0.748280, -0.643966, -0.326567], [-0.752779, -4.223063, 1.322010], [-2.982769, -2.741389, -0.818758], [0.277380, -2.856333, -1.024158], [0.868322, -1.806210, -1.955469], [1.838983, -2.467757, -2.948659], [2.641740, -1.263949, -3.961482], [3.376709, -1.904015, -5.001271], [3.283837, -0.285208, -3.133122], [1.400856, -0.560891, -4.664908], [3.038162, 2.147706, 1.448999], [2.403405, 2.402267, 3.090802], [3.386092, 3.648083, 2.325819], [1.220470, 2.859425, -0.307551], [0.835922, 1.665092, 0.928016], [-1.037583, 3.382378, 1.628274], [-0.681652, 4.147097, 0.106463], [-0.939432, 1.483203, -0.681658], [-2.085587, 2.760454, -0.933295], [-2.914059, 0.542679, 0.113892], [-3.557868, 2.075292, 0.633545], [-3.243954, 0.613068, 2.493281], [-2.146170, 1.938384, 2.710117], [-0.313692, 0.314610, 1.739670], [-0.967661, 0.037567, 3.328754], [-1.414025, -2.065485, 2.729093], [-2.707604, -1.454197, 1.731609], [0.556059, -1.831723, 1.109464], [0.080985, -4.110788, 2.367970], [-0.404774, -3.484854, -1.591886], [1.079052, -3.474884, -0.625123], [0.078717, -1.325310, -2.527749], [1.410838, -1.047348, -1.393873], [2.629471, -3.019874, -2.449795], [1.280503, -3.108838, -3.628665], [1.110740, 0.147668, -4.078331]],
  "atomic_forces_ev_per_a": [[-0.1, 0.2, 0.1], [0.0, 0.0, 0.0], [0.0, 0.2, 0.0], [0.1, 0.1, -0.3], [0.0, 0.2, 0.0], [0.1, -0.1, -0.1], [-0.1, -0.2, 0.0], [-0.1, -0.1, 0.3], [0.0, 0.1, 0.0], [1.2, 0.5, 0.6], [0.0, -0.1, 0.0], [-0.3, -0.5, 0.0], [-0.8, -0.2, -0.5], [-0.3, 0.3, -0.4], [0.4, -0.2, -0.1], [-0.6, 0.4, 0.1], [0.3, -0.2, 0.3], [0.0, -0.1, -0.2], [0.0, 0.1, 0.0], [0.0, 0.1, -0.2], [0.1, -0.1, -0.1], [0.0, -0.2, 0.0], [0.1, 0.1, 0.0], [0.1, -0.1, -0.1], [0.0, -0.1, 0.1], [0.0, -0.1, 0.1], [0.0, 0.1, 0.1], [0.0, -0.1, 0.1], [0.0, -0.1, -0.1], [0.0, 0.0, -0.1], [-0.1, 0.1, 0.2], [-0.1, 0.0, 0.1], [0.1, 0.1, -0.1], [0.0, 0.0, 0.0], [0.1, 0.0, 0.0], [0.0, -0.1, 0.0], [-0.1, -0.1, -0.2], [0.0, -0.1, 0.0], [0.1, 0.3, 0.0], [0.1, -0.2, 0.1], [0.0, 0.0, 0.3], [-0.1, 0.1, 0.1], [0.0, 0.1, 0.1], [0.1, -0.1, 0.0], [0.2, -0.2, -0.1], [-0.2, 0.2, 0.1]]
}